Entry 1:
The following is a DFT calculation (ωB97M-V/def2-TZVPD) of an isolated molecule of C3HF3O in a non-equilibrium geometry.

Total charge   0
Energy relative to the best compared isomer or geometry (same formula, charge and spin)   535.0 kJ/mol
HOMO level   -10.36 eV

XYZ file:
```
8
C3HF3O, DFT ωB97M-V/def2-TZVPD
C -0.982 -1.493 -0.574
C 0.845 1.375 0.825
C 0.096 -0.512 -0.405
O 0.053 0.874 -0.129
F -2.005 -1.324 0.176
F 0.472 2.647 0.935
F 0.986 -0.671 -1.454
H 0.535 -0.896 0.627
```



Entry 2:
The following is a DFT calculation (ωB97M-V/def2-TZVPD) of a cluster of 4 separate species, C6H21O7P in total.

Total charge   0
SMILES string   COP(=O)(OC)OC.CO.CO.CO
Energy relative to the best compared isomer or geometry (same formula, charge and spin)   0.0 kJ/mol
HOMO level   -9.76 eV

XYZ file:
```
35
C6H21O7P, DFT ωB97M-V/def2-TZVPD
C -1.460 0.894 -1.461
O -1.977 -0.029 -0.513
H -1.799 0.591 -2.449
H -1.807 1.915 -1.266
H -0.364 0.916 -1.446
H -1.845 0.348 0.367
C -3.105 -3.172 -1.442
O -3.092 -2.017 -2.250
H -2.306 -3.162 -0.693
H -4.055 -3.280 -0.906
H -2.963 -4.048 -2.077
H -2.720 -1.302 -1.723
C -2.254 2.266 1.935
O -1.634 0.999 2.116
H -1.573 2.990 1.477
H -3.097 2.118 1.262
H -2.636 2.667 2.876
H -0.916 1.087 2.748
C 3.405 0.329 -1.795
O 2.607 -0.575 -1.028
P 2.791 -0.559 0.546
O 4.164 -0.585 1.024
O 1.887 -1.757 0.972
C 0.509 -1.811 0.551
O 1.955 0.719 1.019
C 2.613 1.851 1.594
H 2.743 0.981 -2.363
H 4.034 -0.241 -2.478
H 4.069 0.925 -1.167
H 0.291 -1.094 -0.236
H -0.127 -1.604 1.408
H 0.314 -2.809 0.167
H 3.698 1.772 1.520
H 2.352 1.927 2.649
H 2.299 2.748 1.063
```



Entry 3:
The following is a DFT calculation (ωB97M-V/def2-TZVPD) of an isolated molecule of C5H13NO in a non-equilibrium geometry.

Total charge   0
SMILES string   CN[C@H](C)CCO
Energy relative to the best compared isomer or geometry (same formula, charge and spin)   148.1 kJ/mol
HOMO level   -8.62 eV

XYZ file:
```
20
C5H13NO, DFT ωB97M-V/def2-TZVPD
C -0.340 -2.419 0.469
N 0.020 -1.286 -0.361
C -0.521 0.024 0.073
C 0.405 1.136 -0.426
C 1.619 1.285 0.480
O 2.520 2.296 0.067
C -1.882 0.186 -0.610
H -0.035 -3.241 -0.196
H 0.086 -2.627 1.455
H -1.414 -2.598 0.502
H 0.990 -1.275 -0.630
H -0.770 -0.079 1.133
H 0.776 0.922 -1.427
H -0.218 2.033 -0.377
H 1.313 1.388 1.528
H 2.214 0.377 0.455
H 2.099 3.155 0.144
H -2.498 -0.689 -0.403
H -1.944 0.365 -1.681
H -2.422 1.048 -0.195
```